Computed, not measured: 9 unconnected molecules or ions with the total composition C58H77ClF2O29S, with ωB97M-V/def2-TZVPD.

The orbital gap comes out at 7.727 eV. As for the total energy: -5496.4899 Eh. Its molar mass is 1343.74 g/mol. As for the structure (SMILES): CC[C@@H](Cl)c1c(S(=O)(=O)F)cc(CCF)c2c1C(=O)c1c(OC[C@@H](C)CC(C)C)cccc1C2=O.C[C@@H]1COC(=O)O1.C[C@@H]1COC(=O)O1.C[C@@H]1COC(=O)O1.C[C@@H]1COC(=O)O1.C[C@@H]1COC(=O)O1.C[C@@H]1COC(=O)O1.C[C@@H]1COC(=O)O1.C[C@@H]1COC(=O)O1. Its total charge is 0.

Each line ends with the Mulliken charge.
Element x y z (Å)
C -6.83787 -3.79844 1.13233  -0.990
C -6.97407 -2.65119 2.16444  -0.498
C -5.84839 -1.60892 1.90920  1.649
Cl -6.14147 -0.59040 0.45675  -0.154
C -5.45549 -0.83737 3.16164  0.108
C -6.07636 0.31625 3.66779  0.118
S -7.50613 1.10384 2.92051  1.301
O -7.10940 2.02911 1.92100  -0.561
O -8.23771 1.68338 3.99576  -0.681
F -8.44801 0.03358 2.25864  -0.175
C -5.65478 0.95793 4.81423  -1.065
C -4.56877 0.49698 5.53250  0.703
C -4.15435 1.28497 6.76457  -1.481
C -2.68837 1.80892 6.65488  -0.357
F -2.19926 1.72069 5.34867  -0.116
C -3.93700 -0.65357 5.06678  0.338
C -4.37875 -1.30664 3.92184  0.694
C -3.60825 -2.56434 3.55849  -0.209
O -4.12478 -3.57261 3.11248  -0.620
C -2.11690 -2.56436 3.82427  0.167
C -1.19583 -3.22177 3.01164  0.430
O -1.59362 -3.89189 1.90190  -0.151
C -0.67227 -3.74577 0.79313  -0.993
C -1.30334 -4.49441 -0.43199  1.390
C -1.94305 -5.78362 0.11262  -1.820
C -2.29370 -3.49656 -1.08643  -0.706
C -3.21172 -4.07175 -2.19848  0.683
C -4.50659 -4.69590 -1.62260  -1.322
C -2.47555 -5.02011 -3.17088  -1.324
C 0.14798 -3.18229 3.40338  -0.544
C 0.52826 -2.52900 4.55566  -0.928
C -0.37965 -1.85399 5.35360  -1.057
C -1.69910 -1.89156 4.97072  1.337
C -2.73563 -1.19545 5.81375  -0.515
O -2.56860 -1.07327 7.01493  -0.594
H -5.81273 -4.18568 1.20898  0.076
H -6.97739 -3.38519 0.12645  0.317
H -7.55370 -4.59165 1.37380  0.414
H -7.97108 -2.20404 2.14216  0.450
H -6.76401 -3.07681 3.15644  0.412
H -4.97615 -2.21403 1.64573  -1.323
H -6.19333 1.83737 5.15901  0.476
H -4.81985 2.13413 6.95053  0.397
H -4.16014 0.61854 7.63502  0.373
H -2.01899 1.22658 7.29809  0.333
H -2.64739 2.85224 6.99962  0.356
H 0.31640 -4.21624 0.98313  0.256
H -0.56493 -2.67857 0.56176  0.451
H -0.46499 -4.72653 -1.08776  0.406
H -2.89958 -5.60301 0.61957  0.196
H -1.29460 -6.29429 0.84073  0.387
H -2.14846 -6.51773 -0.68065  0.379
H -2.92150 -3.08199 -0.27808  -0.311
H -1.69089 -2.66786 -1.49401  0.265
H -3.55392 -3.21196 -2.80119  0.552
H -5.19473 -4.87913 -2.46450  0.528
H -4.32611 -5.64567 -1.10943  0.280
H -5.00078 -3.97075 -0.96537  -0.019
H -1.56285 -4.50939 -3.50704  0.444
H -2.17598 -5.97165 -2.71751  0.101
H -3.14741 -5.23859 -4.00066  0.154
H 0.90986 -3.69849 2.82599  0.515
H 1.58588 -2.56794 4.81908  0.446
H -0.10131 -1.33599 6.26895  0.588
C -3.32159 5.00668 3.48403  -1.573
C -1.83146 5.21349 3.37707  0.682
C -1.06241 4.88509 4.62875  0.440
O 0.09367 5.72144 4.49709  -0.384
C -0.27898 6.79317 3.74837  0.459
O 0.38421 7.76961 3.59629  -0.610
O -1.50326 6.60244 3.20344  -0.380
H -3.55994 3.94522 3.56501  0.327
H -3.72723 5.52613 4.35459  0.390
H -3.82713 5.41478 2.60898  0.411
H -1.43977 4.66783 2.51274  0.233
H -0.77916 3.83591 4.68666  -0.502
H -1.58874 5.16563 5.54487  0.429
C -5.81706 -6.10460 -8.16793  -1.467
C -4.67292 -5.40914 -7.47290  0.569
C -3.52397 -5.03722 -8.37474  -0.558
O -2.42166 -5.02125 -7.46265  -0.320
C -2.72453 -5.88762 -6.45622  0.701
O -1.96064 -6.24948 -5.62570  -0.506
O -4.02519 -6.28032 -6.53388  -0.360
H -6.33494 -5.42121 -8.84122  0.387
H -5.46292 -6.96240 -8.74259  0.351
H -6.53079 -6.48645 -7.43771  0.362
H -5.04239 -4.53986 -6.92044  0.252
H -3.65198 -4.06403 -8.84463  0.308
H -3.32305 -5.78501 -9.14646  0.324
C 1.20093 10.13190 2.01859  -1.381
C 2.63475 10.56499 1.85272  0.590
C 3.18465 11.34898 3.01349  -0.511
O 4.20713 12.13484 2.38618  -0.345
C 3.83734 12.30761 1.08991  0.567
O 4.36565 13.05701 0.33339  -0.538
O 2.78227 11.51155 0.77660  -0.249
H 1.10803 9.37415 2.80170  0.607
H 0.56027 10.97949 2.27309  0.306
H 0.81750 9.71891 1.08476  0.221
H 3.26353 9.70019 1.61953  0.237
H 3.60511 10.71553 3.79164  0.293
H 2.45298 12.02741 3.45904  0.327
C 2.54104 2.50210 2.84593  -1.605
C 1.11669 2.00940 2.78505  0.828
C 0.67441 1.21846 3.98816  -0.735
O -0.35348 0.38883 3.44159  0.398
C -0.06372 0.21483 2.12650  0.130
O -0.60833 -0.56070 1.41173  -0.447
O 0.93845 1.04851 1.73554  -0.387
H 2.65379 3.26905 3.61276  0.364
H 3.22919 1.68333 3.06413  0.378
H 2.84136 2.91990 1.88468  0.378
H 0.43851 2.84675 2.58775  -0.072
H 0.28044 1.84701 4.78472  0.331
H 1.45765 0.57264 4.39506  0.359
C 5.13402 -2.87338 -1.25926  -1.415
C 4.00558 -3.83858 -1.52273  0.747
C 2.74266 -3.20048 -2.03618  -0.567
O 1.74296 -4.12748 -1.59562  -0.216
C 2.22586 -4.73881 -0.48576  0.672
O 1.58562 -5.43388 0.24168  -0.571
O 3.53952 -4.44789 -0.30696  -0.307
H 5.51457 -2.45505 -2.19226  0.311
H 4.80903 -2.05295 -0.61618  0.402
H 5.95023 -3.37341 -0.74012  0.290
H 4.34471 -4.63971 -2.18669  0.080
H 2.72765 -3.09943 -3.11934  0.356
H 2.53523 -2.22823 -1.58179  0.287
C 9.01669 -6.77409 -3.32775  -1.348
C 8.49072 -6.54135 -1.93353  0.562
C 7.41870 -5.48868 -1.83618  -0.194
O 7.56743 -5.03268 -0.48551  -0.288
C 8.86950 -5.23662 -0.14096  0.491
O 9.37920 -4.80818 0.84120  -0.548
O 9.50443 -5.99177 -1.07647  -0.373
H 8.25700 -7.23605 -3.95725  0.379
H 9.33029 -5.83598 -3.78950  0.211
H 9.89367 -7.42193 -3.29973  0.412
H 8.16058 -7.48791 -1.49518  0.256
H 6.42027 -5.88759 -2.00246  0.208
H 7.58041 -4.64125 -2.50627  0.176
C 9.86413 -3.41218 -8.01836  -1.471
C 8.54272 -3.26817 -7.30554  0.485
C 8.57666 -2.36711 -6.09855  -0.490
O 7.50271 -2.89171 -5.30714  -0.267
C 7.37789 -4.20576 -5.62881  0.631
O 6.70508 -4.98218 -5.02989  -0.506
O 8.12569 -4.51201 -6.71710  -0.323
H 10.14666 -2.47791 -8.50353  0.387
H 10.65503 -3.69980 -7.32326  0.347
H 9.80627 -4.19649 -8.77316  0.357
H 7.76724 -2.95849 -8.01217  0.261
H 8.40298 -1.32163 -6.34402  0.303
H 9.50229 -2.45165 -5.52373  0.303
C 0.38650 12.50956 -1.93181  -1.341
C -0.76462 11.54507 -2.08312  0.497
C -2.07642 12.19383 -2.44012  -0.512
O -3.02433 11.26254 -1.90831  -0.338
C -2.41946 10.62889 -0.86723  0.594
O -2.97785 9.92365 -0.09320  -0.528
O -1.08959 10.91517 -0.83356  -0.220
H 0.65883 12.94311 -2.89448  0.394
H 0.13511 13.31796 -1.24285  0.348
H 1.25773 12.00264 -1.51582  0.256
H -0.50219 10.75534 -2.79377  0.227
H -2.21189 12.31477 -3.51306  0.311
H -2.22686 13.15826 -1.94828  0.313